A molecular structure, C24H18BrCuIO3PS at a distorted geometry, computed with the ωB97M-V functional and the def2-TZVPD basis.

Geometry (Å):
Cu1 -1.52474 -0.16412 -2.48063
O1 -2.41346 -1.53433 -1.10402
S1 -1.42909 -2.54367 -1.54971
O2 -2.00641 -3.69036 -2.18664
O3 -0.31945 -1.92150 -2.29790
C1 -0.63212 -2.95576 -0.02065
C2 -0.56069 -4.27787 0.38439
C3 0.10553 -4.59453 1.55938
C4 0.69465 -3.58576 2.30722
C5 0.60891 -2.26542 1.88904
C6 -0.05975 -1.91973 0.71695
P1 -0.17776 -0.13312 0.22427
C7 1.54790 0.35444 0.60355
C8 2.49458 -0.09813 -0.31957
C9 3.83191 0.23047 -0.17765
C10 4.24255 1.03807 0.87662
C11 3.30919 1.49998 1.79070
C12 1.96835 1.15587 1.65889
C13 -1.17937 0.54293 1.59048
C14 -2.00483 -0.23954 2.39232
C15 -2.80635 0.34887 3.36180
C16 -2.79745 1.72319 3.54107
C17 -1.99874 2.51679 2.72806
C18 -1.20660 1.93061 1.75465
H1 -1.02583 -5.04056 -0.22591
H2 0.16927 -5.62464 1.88489
H3 1.22481 -3.82236 3.22081
H4 1.07008 -1.48870 2.48774
H5 2.17163 -0.71398 -1.15368
H6 4.55511 -0.13909 -0.89359
H7 5.28690 1.30108 0.98511
H8 3.62130 2.12873 2.61508
H9 1.25550 1.50357 2.39572
H10 -2.03253 -1.31249 2.25477
H11 -3.44079 -0.27481 3.97842
H12 -3.41494 2.17696 4.30540
H13 -2.00010 3.59287 2.84708
H14 -0.59994 2.55909 1.11063
Br1 -3.40921 1.95824 -2.47046
C19 -1.54628 1.91498 -3.06968
C20 -0.65811 2.81762 -2.49366
C21 0.63992 2.89311 -2.96263
C22 1.05323 2.09381 -4.02181
C23 0.16926 1.22721 -4.63590
C24 -1.14612 1.12696 -4.18060
I1 -2.51146 -0.13375 -5.15399
H15 -1.00096 3.46347 -1.69736
H16 1.33076 3.58822 -2.50506
H17 2.07190 2.15442 -4.38013
H18 0.47982 0.63268 -5.48378

Computed properties:
HOMO energy = -8.06 eV
Lowest unoccupied orbital energy = -0.1 eV
Calculated total energy = -6402.8209 hartree

Atomic partial charges in e from the Löwdin method, atoms 1 to 6: 0.029, -0.367, 0.440, -0.281, -0.363, -0.266